ORCA calculation (ωB97M-V/def2-TZVPD) on C41H35N8O3S3Ta as an isolated structure.

Properties
ΔE to the lowest compared entry with this formula, charge and spin (kJ/mol): 77.4
HOMO-LUMO gap (eV): 6.178
E (eV): -95194.2475
LUMO level (eV): -6.57
Maximum force (Eh/bohr): 0.029
Total charge: +2

Element x y z (Å)
Ta -0.267 -0.552 0.635
C -0.731 3.688 0.228
C 0.408 2.857 0.722
N 0.308 2.292 1.868
N 1.475 1.845 2.435
C 1.573 0.728 3.006
S 0.396 -0.664 2.897
S 2.888 0.253 4.050
C 3.948 1.732 4.146
C 3.265 3.054 4.382
C 2.434 3.239 5.481
C 1.842 4.471 5.712
C 2.093 5.536 4.855
C 2.927 5.356 3.761
C 3.506 4.116 3.522
C 1.615 2.671 -0.129
C 2.389 3.702 -0.640
C 3.550 3.417 -1.353
C 3.936 2.101 -1.567
C 3.152 1.053 -1.098
C 2.012 1.366 -0.401
O 1.159 0.363 0.039
H -1.576 3.626 0.912
H -1.031 3.399 -0.783
H -0.410 4.732 0.179
H 4.563 1.748 3.249
H 4.581 1.476 4.998
H 2.249 2.415 6.162
H 1.199 4.605 6.572
H 1.655 6.506 5.052
H 3.144 6.188 3.102
H 4.156 3.978 2.665
H 2.104 4.729 -0.449
H 4.156 4.226 -1.735
H 4.847 1.884 -2.108
H 3.422 0.018 -1.259
C -4.142 -3.797 -4.993
C -3.447 -3.572 -3.679
C -2.262 -4.256 -3.386
C -1.634 -4.105 -2.168
C -2.206 -3.252 -1.226
C -3.378 -2.550 -1.487
C -3.986 -2.716 -2.720
S -1.405 -3.057 0.293
O -1.474 -4.198 1.127
O -1.947 -1.752 0.862
N 0.093 -2.488 0.020
C 1.319 -3.188 0.341
C 1.470 -4.559 0.258
C 2.706 -5.080 0.607
C 3.726 -4.222 0.984
C 3.461 -2.863 1.022
N 2.266 -2.354 0.721
H -3.430 -3.850 -5.817
H -4.873 -3.016 -5.199
H -4.680 -4.747 -4.966
H -1.836 -4.922 -4.126
H -0.719 -4.643 -1.951
H -3.821 -1.912 -0.734
H -4.906 -2.184 -2.933
H 0.657 -5.201 -0.054
H 2.868 -6.149 0.573
H 4.706 -4.595 1.244
H 4.223 -2.150 1.311
N -2.120 0.304 -3.546
C -1.977 0.670 -2.269
N -0.975 0.059 -1.663
C -0.388 -0.748 -2.671
C 0.783 -1.513 -2.676
C 1.125 -2.153 -3.846
C 0.334 -2.048 -5.006
C -0.798 -1.267 -5.029
C -1.123 -0.610 -3.844
H -2.804 0.676 -4.186
H -2.610 1.427 -1.837
H 1.425 -1.578 -1.810
H 2.035 -2.737 -3.885
H 0.645 -2.560 -5.907
H -1.393 -1.153 -5.926
N -6.383 0.779 -0.689
C -5.588 0.891 0.132
C -4.516 0.987 1.092
C -4.702 1.317 2.429
C -3.587 1.358 3.244
C -2.342 1.061 2.718
N -2.161 0.726 1.428
C -3.243 0.695 0.647
H -5.693 1.522 2.814
H -3.672 1.615 4.290
H -1.459 1.105 3.333
H -3.101 0.401 -0.371

Force components x, y, z for each atom (eV/Å):
Ta -0.37 1.31 0.62
C -0.03 -0.17 -0.05
C 0.11 0.04 -0.25
N 0.02 0.04 0.25
N 0.12 0.07 -0.01
C 0.21 -0.29 -0.09
S -0.31 0.11 -0.31
S -0.15 -0.04 -0.07
C -0.09 0.04 -0.05
C -0.01 -0.07 0.11
C -0.02 -0.02 -0.01
C 0.01 0.03 -0.02
C 0.01 -0.07 0.00
C 0.01 -0.02 0.03
C 0.01 0.08 -0.03
C -0.06 0.21 0.26
C 0.06 0.04 0.03
C -0.05 -0.02 0.01
C -0.02 0.03 0.00
C 0.18 -0.10 -0.11
C -0.50 -0.31 0.11
O 1.22 0.65 -0.44
H 0.02 0.01 0.00
H 0.02 0.03 0.01
H -0.01 -0.01 -0.03
H 0.03 0.10 0.00
H 0.09 -0.01 -0.06
H 0.00 0.01 -0.01
H 0.02 0.01 0.00
H -0.02 0.00 -0.02
H -0.01 -0.02 0.00
H -0.02 0.00 0.02
H 0.03 -0.02 -0.01
H 0.00 0.00 0.01
H -0.01 0.01 -0.01
H -0.01 0.03 -0.03
C 0.02 0.02 0.10
C -0.05 -0.01 -0.09
C -0.03 -0.03 -0.06
C -0.04 0.01 0.09
C -0.06 0.08 -0.26
C 0.06 -0.08 -0.04
C -0.02 -0.02 0.00
S 0.06 -0.22 0.16
O 0.01 -0.04 0.02
O -0.50 -0.85 -0.33
N -0.09 -0.10 0.80
C -0.25 0.08 -0.20
C -0.17 -0.12 -0.13
C -0.02 -0.03 -0.05
C 0.02 0.02 0.01
C 0.00 0.02 0.01
N 0.14 0.13 -0.15
H -0.01 0.01 0.02
H 0.04 0.00 -0.01
H 0.02 0.01 -0.01
H 0.00 0.02 0.01
H 0.00 0.03 -0.03
H 0.00 0.00 0.00
H 0.00 -0.03 0.02
H 0.03 -0.03 0.06
H 0.00 0.01 -0.01
H -0.01 0.00 0.02
H -0.01 -0.01 0.03
N 0.06 0.01 -0.08
C 0.06 0.06 -0.09
N 0.02 -0.61 0.31
C 0.18 0.16 0.15
C 0.00 0.06 0.00
C -0.05 -0.01 -0.06
C 0.06 0.01 0.01
C -0.04 0.02 -0.01
C -0.08 0.02 -0.06
H 0.00 0.03 0.02
H -0.01 0.02 0.00
H 0.03 0.00 -0.05
H -0.02 0.01 0.01
H -0.02 -0.02 0.03
H 0.02 0.02 0.02
N 0.04 0.00 0.01
C 0.11 0.01 0.11
C -0.24 0.03 -0.14
C -0.09 0.00 0.05
C 0.01 0.06 -0.01
C 0.09 0.24 -0.02
N 0.21 -0.48 -0.20
C 0.02 0.05 0.18
H 0.02 0.03 0.00
H 0.02 -0.02 -0.01
H -0.01 -0.01 0.00
H -0.05 -0.25 -0.06

ORCA calculation (ωB97M-V/def2-TZVPD) on a 2-piece molecular cluster, C21H34N3O6 overall.

Properties
HOMO-LUMO gap (eV): 1.870
E (eV): -39060.7888
LUMO level (eV): 1.03
Maximum force (Eh/bohr): 0.161
Total charge: -1

Element x y z (Å)
C 4.908 2.780 2.496
C 3.804 2.511 1.269
O 4.255 1.505 0.302
C 3.711 0.168 0.561
C 4.893 -0.792 -0.133
C 4.601 -2.397 0.018
O 5.552 -2.910 1.060
C 3.362 -0.329 2.078
N 1.846 -0.367 2.016
C 1.357 0.163 0.651
N 0.220 0.909 0.371
C -0.737 1.275 1.526
C -2.314 1.308 1.079
C -3.368 0.884 2.267
C -3.035 -0.541 3.007
O -3.382 -0.391 4.429
C -2.278 0.174 5.220
O -1.485 1.191 4.873
C -0.050 1.350 -1.081
C -0.690 0.078 -1.950
C -1.086 -1.339 -1.197
C -1.688 -2.659 -1.972
C -1.910 -2.546 -3.607
C -1.564 -1.134 -4.391
C -0.957 0.190 -3.585
N 2.486 -0.305 -0.250
H 4.764 3.933 2.769
H 4.658 2.189 3.474
H 5.968 2.562 2.050
H 2.725 2.356 1.695
H 3.771 3.548 0.678
H 5.001 -0.464 -1.275
H 5.926 -0.466 0.367
H 3.498 -2.683 0.285
H 4.920 -2.934 -0.995
H 5.736 -2.165 1.721
H 3.640 -1.406 2.441
H 3.607 0.339 3.006
H 1.384 -1.301 2.073
H -0.539 0.652 2.498
H -0.445 2.400 1.800
H -2.561 2.445 0.815
H -2.566 0.698 0.107
H -3.528 1.692 3.098
H -4.427 0.746 1.735
H -3.796 -1.345 2.561
H -1.964 -0.970 2.800
H -2.104 -0.283 6.307
H -0.713 2.313 -1.147
H 0.990 1.584 -1.600
H -0.941 -1.444 -0.020
H -1.911 -3.622 -1.345
H -2.323 -3.517 -4.160
H -1.743 -1.112 -5.554
H -0.713 1.203 -4.158
H 2.638 0.231 -1.133
O -6.099 0.021 -2.849
C -5.259 -0.236 -3.862
C -6.092 -0.754 -5.126
O -5.251 -1.023 -6.134
H -4.480 -0.999 -3.685
H -4.650 0.607 -4.233
H -6.863 0.016 -5.309
H -6.711 -1.590 -4.753

Force components x, y, z for each atom (eV/Å):
C -1.16 0.66 -0.58
C 0.39 2.27 0.46
O -2.35 -0.69 2.24
C 2.84 -3.46 -1.39
C 0.01 0.84 0.04
C 1.35 0.49 -0.34
O -0.88 1.61 0.15
C -1.83 -0.14 0.71
N -2.43 0.93 -2.13
C 1.98 -1.38 0.39
N 0.03 -0.26 0.09
C -0.05 1.56 0.00
C -0.57 0.96 -0.01
C -0.62 -0.42 -0.61
C -1.14 0.18 -2.15
O 4.13 0.64 1.66
C 2.44 4.16 -1.53
O -4.96 -6.48 1.54
C 0.37 -1.36 -0.65
C -1.77 -3.23 -2.09
C -0.36 0.20 -2.73
C 1.25 4.15 -2.56
C 1.37 2.78 2.61
C 0.39 -0.62 3.60
C -0.51 -3.37 2.23
N -0.34 3.81 1.87
H 0.63 -2.50 -0.58
H 0.73 0.89 -2.00
H -1.98 0.46 1.13
H 2.00 -0.13 -0.87
H 0.05 -2.39 1.08
H -0.45 -0.72 2.47
H -2.13 -1.04 -1.02
H 2.09 0.81 -0.52
H -0.80 1.07 2.30
H -0.58 -1.53 -1.58
H 0.21 1.90 -1.40
H -0.02 -0.79 -2.22
H 1.16 0.81 0.22
H -0.18 0.99 -2.26
H -0.65 -2.32 -0.31
H 0.44 -2.49 0.49
H 0.80 0.97 1.99
H 0.68 -1.49 -1.67
H 2.34 0.39 1.13
H 1.69 1.70 1.32
H -1.90 1.07 0.79
H -0.96 0.71 -2.47
H 1.16 -2.03 0.47
H -2.07 -0.28 1.17
H -0.25 0.42 -2.84
H 0.43 2.08 -1.50
H 0.96 2.64 1.13
H 0.28 0.13 2.71
H -0.67 -2.54 1.35
H -0.85 -0.56 0.62
O 0.92 -0.08 -0.51
C -0.14 0.73 2.09
C 0.07 -0.78 -1.94
O -0.67 0.11 0.52
H -0.29 -0.64 0.05
H -0.33 0.50 -0.24
H 0.33 0.58 -0.12
H 0.40 -0.47 0.23

Question: Which of these has the highest LUMO level?
Answer: C21H34N3O6

Question: Which of these has the lowest maximum force?
Answer: C41H35N8O3S3Ta